The following is a DFT calculation (wB97M-V/def2-TZVPD) of a single C22H28N2O5S molecule at a distorted geometry.

Structure (XYZ):
```
58
Properties=species:S:1:pos:R:3
O -0.494 -1.059 2.242
C 0.454 -0.310 2.276
N 0.497 0.947 1.774
C -0.498 1.625 1.065
C -1.813 1.177 0.984
C -2.723 1.907 0.249
C -2.374 3.072 -0.403
C -1.066 3.525 -0.311
C -0.136 2.808 0.416
H 0.884 3.159 0.490
H -0.772 4.437 -0.807
H -3.127 3.602 -0.964
S -4.410 1.300 0.169
O -4.963 1.273 1.491
O -5.102 2.063 -0.837
N -4.148 -0.264 -0.323
C -3.851 -0.416 -1.725
C -2.646 -1.324 -1.964
H -2.508 -1.419 -3.044
C -2.804 -2.712 -1.343
H -3.760 -3.146 -1.641
C -2.682 -2.694 0.182
C -3.979 -2.400 0.943
H -4.570 -3.314 1.030
C -4.883 -1.334 0.307
H -5.549 -1.797 -0.433
H -5.502 -0.881 1.083
H -3.705 -2.086 1.951
H -2.318 -3.667 0.522
H -1.928 -1.960 0.463
H -2.015 -3.351 -1.747
H -1.754 -0.849 -1.549
H -4.726 -0.817 -2.255
H -3.651 0.583 -2.119
H -2.133 0.279 1.484
H 1.385 1.441 1.853
C 1.791 -0.726 2.919
H 1.656 -1.686 3.418
H 2.115 0.040 3.634
O 2.814 -0.939 1.946
C 3.492 0.113 1.488
O 3.271 1.252 1.834
C 4.500 -0.305 0.456
H 4.842 -1.312 0.694
C 5.639 0.713 0.271
H 6.617 0.274 0.461
H 5.496 1.562 0.939
C 5.479 1.159 -1.202
C 5.795 -0.057 -2.035
C 4.797 -0.917 -1.879
H 4.704 -1.914 -2.268
C 3.799 -0.286 -0.944
H 2.799 -0.714 -0.943
C 3.952 1.191 -1.318
H 3.480 1.871 -0.612
H 3.606 1.404 -2.328
H 6.706 -0.188 -2.588
H 6.021 2.067 -1.452
```

Properties
SMILES string: O=C(COC(=O)[C@@H]1C[C@H]2C=C[C@@H]1C2)Nc1cccc(S(=O)(=O)N2CCCCCC2)c1
E, Eh: -1739.0286
Frontier orbital gap, eV: 9.50
ΔE to the lowest compared entry with this formula, charge and spin, kcal/mol: 60.7
HOMO level, eV: -9.0

These are the Mulliken partial charges, in e, on atoms 1 to 2:
1 O -0.5808
2 C 0.7435

***

The following is a DFT calculation (wB97M-V/def2-TZVPD) of 5 unconnected molecules or ions with the total composition C27H56INO5PSSi.

Structure (XYZ):
```
93
Properties=species:S:1:pos:R:3
C -0.835 1.847 0.731
C -1.354 1.909 -0.693
I -0.879 0.106 -1.737
C -2.868 2.078 -0.801
N -3.334 3.269 -0.068
C -3.961 3.297 1.054
P -4.387 1.775 2.053
C -6.087 1.547 1.371
O -4.618 2.499 3.489
C -4.219 4.719 1.467
S -6.029 5.001 1.356
C -3.304 5.541 0.536
Si -1.657 6.081 1.413
C -1.562 5.253 3.086
C -1.742 7.924 1.661
C -0.153 5.607 0.391
C -3.177 4.612 -0.673
H -1.271 1.009 1.277
H -1.061 2.774 1.264
H 0.247 1.726 0.733
H -0.843 2.688 -1.257
H -3.385 1.197 -0.424
H -3.163 2.222 -1.841
H -6.278 0.479 1.284
H -6.815 1.977 2.059
H -6.232 2.006 0.393
H -5.384 3.083 3.557
H -3.953 4.810 2.519
H -5.979 6.180 1.990
H -3.805 6.456 0.214
H -2.408 5.495 3.731
H -1.478 4.165 3.014
H -0.668 5.618 3.597
H -1.726 8.493 0.731
H -2.644 8.201 2.213
H -0.889 8.235 2.268
H 0.356 4.757 0.851
H 0.558 6.434 0.373
H -0.357 5.342 -0.647
H -4.011 4.730 -1.371
H -2.256 4.675 -1.248
C 0.762 -3.544 -1.517
C 1.616 -4.764 -1.857
C 3.007 -4.152 -1.931
O 3.015 -3.059 -1.005
C 1.687 -2.779 -0.577
H -0.195 -3.792 -1.058
H 0.568 -2.959 -2.422
H 1.574 -5.498 -1.052
H 1.328 -5.260 -2.783
H 3.217 -3.765 -2.936
H 3.788 -4.857 -1.655
H 1.560 -3.117 0.458
H 1.528 -1.699 -0.607
C 4.971 -9.458 -2.310
C 5.865 -8.365 -2.892
C 4.952 -7.149 -2.810
O 4.120 -7.354 -1.661
C 4.248 -8.701 -1.203
H 5.521 -10.320 -1.936
H 4.259 -9.803 -3.062
H 6.749 -8.227 -2.265
H 6.196 -8.569 -3.910
H 4.324 -7.067 -3.700
H 5.501 -6.214 -2.679
H 4.825 -8.714 -0.273
H 3.251 -9.093 -0.996
C -2.955 4.832 8.405
C -1.530 4.446 8.013
C -1.624 4.430 6.494
O -2.599 5.419 6.144
C -3.308 5.837 7.318
H -3.032 5.255 9.405
H -3.613 3.962 8.350
H -0.826 5.212 8.343
H -1.211 3.489 8.422
H -1.961 3.454 6.128
H -0.681 4.676 6.004
H -2.984 6.846 7.590
H -4.374 5.867 7.087
C 4.932 -5.455 -7.721
C 4.241 -4.413 -6.843
C 3.200 -5.262 -6.126
O 3.772 -6.562 -5.990
C 4.946 -6.667 -6.799
H 5.931 -5.162 -8.042
H 4.333 -5.660 -8.610
H 4.950 -3.994 -6.125
H 3.798 -3.592 -7.405
H 2.276 -5.335 -6.710
H 2.950 -4.888 -5.131
H 5.831 -6.658 -6.152
H 4.917 -7.618 -7.331
```

Properties
E, Eh: -2819.8174
Frontier orbital gap, eV: 6.53
Total charge: +1
HOMO level, eV: -10.3

These are the Mulliken partial charges, in e, on atoms 1 to 2:
1 C -0.9307
2 C -0.0444

***

The following is a DFT calculation (wB97M-V/def2-TZVPD) of 16 unconnected molecules or ions with the total composition C32H60Br24N4 at a distorted geometry.

Structure (XYZ):
```
120
Properties=species:S:1:pos:R:3
Br 2.633 -1.268 4.540
C 1.738 -0.333 6.087
C 0.261 0.246 5.891
Br -0.934 -1.111 5.611
H 2.452 0.405 6.484
H 1.634 -1.227 6.750
H 0.315 1.057 5.106
H 0.034 0.718 6.790
Br -3.940 -2.685 7.315
C -4.660 -1.894 5.668
C -4.002 -2.550 4.470
Br -4.508 -1.487 2.917
H -4.204 -0.943 5.681
H -5.729 -1.929 5.770
H -4.186 -3.666 4.327
H -2.918 -2.447 4.500
Br -8.588 1.515 1.391
C -6.686 1.835 1.405
C -5.883 0.966 0.514
Br -4.058 1.553 0.394
H -6.225 1.605 2.438
H -6.572 2.899 1.328
H -6.257 0.897 -0.548
H -5.997 -0.051 0.923
Br -3.741 -3.780 -0.045
C -4.592 -2.116 -0.696
C -5.153 -2.315 -2.070
Br -5.507 -0.624 -2.960
H -3.797 -1.285 -0.709
H -5.344 -1.977 0.023
H -6.102 -2.822 -1.993
H -4.529 -2.897 -2.726
Br -0.049 -6.939 -0.492
C -0.449 -5.367 -1.498
C -1.197 -5.588 -2.849
Br -1.762 -3.789 -3.443
H 0.403 -4.710 -1.678
H -1.063 -4.789 -0.828
H -2.081 -6.153 -2.592
H -0.575 -6.044 -3.611
Br 4.034 -2.399 -1.766
C 4.830 -2.740 -0.008
C 4.575 -1.609 0.897
Br 5.507 0.057 0.441
H 5.951 -2.914 -0.196
H 4.455 -3.688 0.366
H 5.031 -1.889 1.870
H 3.485 -1.336 0.980
Br 5.433 1.204 -3.695
C 5.043 3.080 -4.236
C 5.079 4.014 -3.025
Br 5.111 5.879 -3.721
H 4.095 3.090 -4.806
H 5.788 3.345 -4.947
H 6.044 3.931 -2.538
H 4.290 3.861 -2.336
Br 3.243 -6.061 -4.695
C 4.255 -4.664 -5.589
C 3.517 -3.420 -5.617
Br 1.862 -3.568 -6.649
H 4.542 -5.129 -6.561
H 5.134 -4.452 -4.955
H 4.056 -2.657 -6.202
H 3.225 -2.995 -4.645
Br 3.035 3.029 -0.129
C 2.558 4.919 -0.235
C 1.023 4.927 -0.207
Br 0.256 6.714 -0.469
H 2.883 5.251 -1.266
H 2.979 5.496 0.583
H 0.629 4.671 0.768
H 0.503 4.262 -1.022
Br -0.734 -3.340 1.641
C 1.225 -3.619 1.757
C 1.422 -4.715 2.756
Br 3.383 -5.045 2.849
H 1.722 -2.659 1.954
H 1.504 -3.935 0.789
H 0.858 -5.598 2.468
H 0.988 -4.371 3.725
Br -2.274 5.460 4.429
C -3.052 3.741 5.143
C -4.508 3.756 5.012
Br -5.176 2.026 5.054
H -2.754 3.466 6.158
H -2.657 2.965 4.516
H -4.819 4.216 4.090
H -4.858 4.372 5.888
Br -0.073 2.230 2.112
C -0.185 1.040 0.588
C 0.702 -0.168 0.604
Br 0.387 -1.189 -1.037
H 0.153 1.557 -0.332
H -1.262 0.745 0.453
H 0.507 -0.681 1.534
H 1.769 0.143 0.545
C 3.414 2.756 3.753
C 3.743 2.589 5.167
N 4.047 2.609 6.297
H 3.954 3.591 3.306
H 2.339 2.816 3.556
H 3.610 1.846 3.162
C 2.001 1.008 -4.055
C 0.828 1.586 -3.309
N -0.097 1.955 -2.712
H 1.648 0.054 -4.442
H 2.894 0.975 -3.431
H 2.262 1.655 -4.902
C -0.372 5.426 -4.087
C 1.030 4.892 -4.055
N 2.121 4.541 -4.001
H -0.897 5.282 -5.024
H -0.423 6.413 -3.800
H -0.978 4.717 -3.464
C -2.245 -0.283 -5.587
C -2.798 -1.566 -6.053
N -2.903 -2.646 -6.459
H -1.481 0.037 -6.370
H -1.671 -0.349 -4.641
H -2.931 0.585 -5.523
```

Properties
E, Eh: -63250.5941
Frontier orbital gap, eV: 10.01
HOMO level, eV: -9.9

These are the Mulliken partial charges, in e, on atoms 1 to 2:
1 Br -0.0761
2 C -0.9318

***

The following is a DFT calculation (wB97M-V/def2-TZVPD) of a molecular structure, C37H37CuF5P2 at a distorted geometry.

Structure (XYZ):
```
82
Properties=species:S:1:pos:R:3
Cu 0.665 -1.628 -1.309
C -1.163 3.048 -2.090
C -0.162 3.366 -1.259
C -0.311 4.387 -0.163
C -1.607 4.272 0.691
C -2.165 2.875 0.859
C -3.033 2.263 0.046
C -3.585 2.905 -1.192
C -2.549 3.647 -2.064
C 0.549 -2.911 1.640
H -1.003 2.284 -2.852
H 0.832 2.925 -1.413
H -0.283 5.405 -0.594
H 0.549 4.329 0.517
H -1.353 4.637 1.702
H -2.360 4.946 0.266
H -1.829 2.377 1.775
H -3.500 1.315 0.339
H -4.379 3.614 -0.902
H -4.066 2.129 -1.800
H -2.936 3.632 -3.093
H -2.515 4.684 -1.722
H 0.458 -3.451 0.684
H 0.254 -3.601 2.467
H 1.598 -2.643 1.792
P 1.750 0.219 -0.715
P -0.510 -1.488 1.778
C 0.644 0.936 0.528
C -0.166 0.217 1.393
C 3.454 0.694 -0.368
C 3.817 2.054 -0.228
C 5.147 2.402 0.010
C 6.137 1.437 0.138
C 5.777 0.099 0.033
C 4.469 -0.278 -0.233
C 1.319 0.506 -2.500
C 0.071 -0.011 -2.974
C -0.139 -0.244 -4.349
C 0.842 0.096 -5.280
C 2.025 0.654 -4.838
C 2.290 0.863 -3.484
C -0.633 -1.453 3.603
C 0.554 -1.166 4.315
C 0.580 -1.268 5.716
C -0.574 -1.632 6.409
C -1.756 -1.818 5.708
C -1.804 -1.751 4.311
C -2.055 -2.052 0.990
C -2.327 -3.366 0.543
C -3.573 -3.688 -0.018
C -4.574 -2.723 -0.116
C -4.319 -1.422 0.311
C -3.070 -1.095 0.862
H 0.628 2.034 0.673
H -0.706 0.880 2.090
H 3.042 2.817 -0.288
H 5.422 3.447 0.109
H 7.173 1.719 0.315
H 6.548 -0.656 0.168
H 4.200 -1.337 -0.327
H -0.728 -0.303 -2.278
H -1.046 -0.752 -4.659
H 0.675 -0.113 -6.334
H 2.811 0.879 -5.580
H 3.262 1.226 -3.158
H 1.468 -0.890 3.791
H 1.502 -1.068 6.248
H -0.547 -1.761 7.497
H -2.679 -2.043 6.249
H -2.738 -1.955 3.773
H -1.558 -4.154 0.620
H -3.769 -4.692 -0.399
H -5.550 -2.968 -0.544
H -5.077 -0.649 0.203
H -2.832 -0.072 1.185
F 2.710 -3.519 -0.506
C 1.887 -3.253 -1.596
F 2.723 -2.909 -2.637
C 1.119 -4.537 -2.025
F 1.864 -5.378 -2.782
F 0.719 -5.253 -0.923
F -0.008 -4.265 -2.759
```

Properties
E, Eh: -4254.4410
Frontier orbital gap (spin up / spin down), eV: 5.27 / 7.27
Spin multiplicity: 2
ΔE to the lowest compared entry with this formula, charge and spin, kcal/mol: 0.0
Expectation value of S²: 0.754
HOMO level (spin up / spin down), eV: -5.2 / -7.2

These are the Mulliken partial charges, in e, on atoms 1 to 2:
1 Cu -0.5739
2 C -0.0319